{"formula": "C34H63BrClFLi2N4O10PRbSSi2", "method": "ωB97M-V/def2-TZVPD", "elements": ["Rb", "Br", "Cl", "S", "P", "Si", "Si", "F", "O", "O", "O", "O", "O", "O", "O", "O", "O", "O", "N", "N", "N", "N", "C", "C", "C", "C", "C", "C", "C", "C", "C", "C", "C", "C", "C", "C", "C", "C", "C", "C", "C", "C", "C", "C", "C", "C", "C", "C", "C", "C", "C", "C", "C", "C", "C", "C", "Li", "Li", "H", "H", "H", "H", "H", "H", "H", "H", "H", "H", "H", "H", "H", "H", "H", "H", "H", "H", "H", "H", "H", "H", "H", "H", "H", "H", "H", "H", "H", "H", "H", "H", "H", "H", "H", "H", "H", "H", "H", "H", "H", "H", "H", "H", "H", "H", "H", "H", "H", "H", "H", "H", "H", "H", "H", "H", "H", "H", "H", "H", "H", "H", "H"], "coordinates": [[3.296, 2.482, -1.029], [-4.507, 1.154, -5.915], [-5.490, 3.863, -2.354], [-7.537, 0.852, 1.789], [-5.944, 1.693, -4.261], [5.276, -6.270, -2.575], [5.762, -3.326, -2.223], [0.188, 0.426, 10.365], [-4.715, 1.862, -0.255], [7.361, 2.267, -0.399], [-6.682, 3.153, -4.789], [4.187, 5.342, 1.808], [3.048, -2.179, -5.572], [-7.418, 3.767, 1.969], [6.084, 5.045, 2.800], [4.927, 6.819, 3.200], [-2.447, 1.581, -0.096], [1.125, 0.141, 4.464], [-8.977, 4.216, 3.525], [5.071, 5.738, 2.604], [4.976, -4.632, -3.032], [-8.959, 2.876, 3.335], [-4.028, -3.494, -2.434], [0.571, 3.589, 8.645], [-2.506, 2.813, -3.212], [0.825, 3.560, -0.932], [0.233, -0.947, 4.114], [-3.414, 1.702, -0.856], [0.840, 3.144, 7.354], [-5.020, 2.072, -2.617], [-7.206, 1.712, -0.976], [-2.866, 0.346, -2.936], [1.049, 2.063, -0.315], [0.401, 1.314, 9.381], [5.329, -3.233, -0.393], [-7.966, 2.533, 2.344], [4.773, -6.642, -0.799], [-0.665, 3.798, -1.511], [7.631, -3.368, -2.405], [-8.008, 4.832, 2.672], [1.838, 2.014, 1.119], [0.673, 0.859, 8.101], [0.344, 2.670, 9.664], [-5.667, 1.422, -1.284], [0.889, 1.779, 7.080], [4.248, -7.428, -3.665], [-3.889, -0.881, -3.033], [-3.697, -1.710, -0.480], [5.194, -1.691, -2.982], [-0.990, 2.784, -2.717], [0.922, 1.135, 2.127], [-3.469, 1.755, -2.477], [-7.876, 0.618, -0.020], [1.859, 0.621, 3.328], [7.071, -6.780, -2.816], [-3.434, -2.063, -2.018], [-6.151, -1.343, 1.201], [4.804, 0.912, 2.684], [5.690, -0.856, -2.470], [2.513, 1.522, 3.620], [-4.667, -3.888, -1.562], [-4.991, -0.624, -2.948], [-7.437, -0.417, -0.302], [2.828, 1.379, 0.992], [-0.640, 4.848, -1.984], [-0.585, 1.756, -2.457], [-0.355, 3.154, -3.604], [-7.734, 5.937, 2.588], [-4.594, -3.448, -3.415], [8.081, -4.174, -1.819], [4.112, -1.562, -2.871], [5.796, -4.037, 0.178], [2.094, 3.061, 1.567], [3.391, -1.455, -5.037], [0.564, -1.476, 3.155], [1.144, 4.383, -0.174], [-2.076, 0.060, -2.149], [-5.990, 3.766, -5.140], [3.526, -2.957, -5.244], [4.515, -7.311, -4.718], [4.246, -3.279, -0.246], [2.557, -0.215, 2.975], [3.755, -6.296, -0.602], [0.194, -1.720, 4.949], [-2.498, 2.525, -4.320], [1.528, 3.695, -1.872], [-7.814, 1.705, -1.952], [0.537, 4.652, 8.858], [8.069, -2.430, -2.046], [0.716, -0.207, 7.909], [0.104, 1.443, -0.204], [4.806, -7.722, -0.614], [-0.817, -0.500, 4.029], [-2.282, 0.397, -3.924], [-5.611, 0.291, -1.169], [8.190, 2.568, -0.030], [5.686, -2.284, 0.032], [1.013, 3.861, 6.559], [-3.140, -4.220, -2.495], [1.096, 1.432, 6.073], [-2.294, -2.132, -2.143], [-2.904, -0.965, -0.153], [-4.770, -1.397, -0.236], [4.439, -8.469, -3.377], [7.728, -6.312, -2.081], [-7.336, 2.732, -0.462], [-2.861, 3.890, -3.162], [0.124, 2.998, 10.672], [-3.752, -1.339, -4.081], [5.453, -1.639, -4.042], [-9.002, 0.535, -0.227], [-3.506, -2.674, 0.121], [7.419, -6.515, -3.818], [5.447, -6.174, -0.078], [7.919, -3.495, -3.452], [0.081, 1.778, 2.546], [1.722, 1.481, -1.094], [7.175, -7.864, -2.696], [3.180, -7.231, -3.543], [0.412, 0.261, 1.590], [-1.458, 3.836, -0.701]], "lowdin_charge": [1.14, 0.37, 0.70, 0.87, 0.59, 0.21, 0.21, 0.06, -0.03, -0.56, -0.43, -0.14, -0.09, -0.06, -0.07, -0.07, 0.09, -0.25, 0.01, -0.66, -0.26, 0.01, -0.07, -0.08, -0.14, -0.26, -0.09, -0.31, -0.09, -0.73, -0.18, -0.14, -0.39, -0.29, -0.21, -0.51, -0.21, -0.19, -0.20, -0.02, -0.28, -0.02, -0.02, -0.35, -0.08, -0.22, -0.18, -0.08, -0.21, -0.18, -0.16, -0.31, -0.46, -0.24, -0.21, -0.37, 0.76, 0.78, 0.02, 0.13, 0.07, 0.08, 0.06, 0.04, 0.13, 0.10, 0.13, 0.16, 0.08, 0.00, 0.00, 0.00, 0.14, 0.00, 0.10, 0.14, 0.12, 0.05, 0.03, 0.01, 0.01, 0.12, 0.02, 0.10, 0.09, 0.06, 0.13, 0.11, 0.02, 0.11, 0.09, 0.01, 0.10, 0.12, 0.10, -0.18, 0.00, 0.10, 0.10, 0.07, 0.15, 0.08, 0.01, 0.01, 0.00, 0.11, 0.11, 0.12, 0.11, 0.02, 0.11, 0.10, 0.03, 0.00, 0.03, 0.14, -0.01, 0.01, 0.01, 0.12, 0.11], "e_tot_ev": -184924.7763, "homo_ev": -5.091, "total_charge": 0, "largest_force_ev_per_a": 8.71, "gap_ev": 1.35, "lumo_ha": -0.13745}